No. 1
Below is an isolated ion of composition C6H8N and charge +1 at a distorted geometry, with properties calculated with wB97M-V/def2-TZVPD.

```
15
Properties=species:S:1:pos:R:3:lowdin_charge:R:1
N -1.34594 -0.83362 -0.93158 0.10
C -0.46813 0.45026 0.77825 -0.22
C -1.46731 -0.54933 0.27901 0.01
C 0.46119 0.91611 -0.31862 -0.08
C 0.80034 -0.21608 1.41842 -0.07
C -0.55443 -0.43121 -1.85153 0.11
C 1.55803 0.36489 0.26351 0.04
H 0.77534 -1.30489 1.47477 0.13
H 0.35902 1.68510 -1.06424 0.13
H 1.08241 0.18324 2.39197 0.13
H -0.95334 1.21657 1.38459 0.16
H 2.61112 0.36126 0.03657 0.13
H 0.26037 -1.08156 -2.16430 0.13
H -2.20734 -1.02883 0.90321 0.16
H -0.91134 0.26809 -2.60003 0.13
```

2S+1	1
charge	+1
SMILES	C=[N+]=C[C@@H]1C=CC1


No. 2
Below is C4H10O2 as an isolated structure at a distorted geometry, with properties calculated with wB97M-V/def2-TZVPD.

```
16
Properties=species:S:1:pos:R:3:lowdin_charge:R:1
O 2.88916 0.69025 -0.63808 -0.01
O 0.97300 -0.68029 -0.57856 -0.12
C -2.04357 -0.32690 -0.31775 -0.13
C 0.06075 -0.66633 1.04029 -0.06
C 1.58668 0.77934 -0.19630 -0.19
C -1.14657 0.13573 0.80166 -0.39
H -1.68335 0.01351 1.75826 0.12
H -0.15070 -1.73990 0.88545 0.04
H -2.94024 0.29729 -0.34364 0.07
H 3.02261 0.57002 -1.58533 0.11
H 1.62115 1.10777 0.84421 0.12
H -2.30194 -1.38226 -0.18666 0.08
H 1.70309 -1.11839 -0.10481 0.09
H 0.92195 1.35664 -0.83793 0.12
H -1.51104 -0.25658 -1.27082 0.06
H -1.00097 1.22010 0.73001 0.09
```

2S+1	1


No. 3
Below is C5H10N3 as an isolated structure at a distorted geometry, with properties calculated with wB97M-V/def2-TZVPD.

```
18
Properties=species:S:1:pos:R:3:lowdin_charge:R:1
N -2.06415 0.68911 -1.32083 0.23
N 0.06257 -0.35463 -1.13262 0.12
N 1.97388 1.33553 -0.50232 0.13
C -1.07540 0.12278 -0.61942 -0.28
C 1.08910 -0.85025 -0.19593 -0.15
C 0.00782 -0.91211 1.43487 0.08
C 2.09411 0.16079 -0.04076 -0.24
C -1.29913 -0.12124 0.86758 -0.05
H -1.45644 0.94563 1.27272 0.16
H 2.78184 -0.26754 0.68308 0.13
H 0.51032 -0.52873 2.24515 0.06
H 0.00541 -1.97625 1.34199 0.08
H -2.24017 0.72727 -2.32127 0.16
H 2.51936 2.03363 -0.03144 0.07
H -2.27785 -0.55113 0.99391 0.11
H 0.50373 0.22458 -1.83731 0.15
H -2.65477 1.17552 -0.68968 0.12
H 1.51978 -1.85298 -0.14771 0.14
```

2S+1	1
charge	+1


Listing energy above the lowest of the compared OMol25 structures with the same formula, charge and spin for the structures above in their given order: 97.3 126.1 61.5 kcal/mol.